Computed, not measured: a cluster of 2 separate species, C5H11N3 in total, with ωB97M-V/def2-TZVPD.

Values from the calculation:
Kohn-Sham gap (alpha / beta)   7.58 / 7.58 eV
Relative energy (zero: lowest compared OMol25 entry of this formula, charge and spin)   153.6 kcal per mole
Structure (SMILES)   [H]/N=N\CC.N=C1CC1
Electronic energy   -361.14463 hartree
HOMO (alpha / beta)   -0.28891 / -0.28888 Eh

Atoms and positions in Å:
C  2.026  -0.909  -0.447
C  1.882  0.593  -0.501
C  -1.819  0.278  0.210
C  -1.868  1.185  -1.003
C  1.219  -0.410  0.670
N  -0.964  -1.011  -0.100
N  -1.016  -2.040  0.552
N  1.092  -0.413  1.920
H  -0.777  -1.930  1.561
H  1.583  0.369  2.359
H  1.488  -1.470  -1.205
H  2.979  -1.350  -0.174
H  1.402  1.063  -1.347
H  2.682  1.187  -0.081
H  -1.448  0.761  1.122
H  -2.802  -0.165  0.383
H  -0.908  1.659  -1.201
H  -2.593  1.981  -0.831
H  -2.158  0.623  -1.888

Results of the Mulliken charge analysis, in e, for atoms 1 through 2: -0.328, -0.742